No. 1
Formula: C6H14N2O2
Source: OMol25
Level of theory: ωB97M-V/def2-TZVPD

## Properties
relative energy (zero: lowest compared OMol25 entry of this formula, charge and spin): 280.99 kJ/mol
charge: 0
molar mass: 146.2 g mol⁻¹
orbital gap: 9.6 eV

XYZ file:
```
24
Properties=species:S:1:pos:R:3:lowdin_charge:R:1
C -2.18 1.75 -0.60 -0.03
C -1.31 -1.97 -1.10 -0.11
C -1.87 0.38 -0.16 -0.55
O -1.40 0.06 0.86 0.09
N -1.80 -0.59 -1.24 -0.03
H -3.24 2.01 -0.64 0.07
H -1.75 -0.28 -2.24 0.12
H -0.31 -1.92 -0.65 0.04
H -2.03 2.72 -0.05 0.10
H -1.67 1.89 -1.70 0.13
H -2.05 -2.70 -0.53 0.12
H -1.09 -2.64 -1.98 0.08
C 1.20 -0.66 2.47 -0.07
C 2.13 0.78 -0.88 0.02
C 2.16 0.68 0.66 -0.54
O 2.73 1.42 1.44 0.03
N 1.63 -0.47 1.12 -0.03
H 1.23 -1.02 0.41 0.07
H 1.39 -1.69 2.87 0.09
H 1.40 0.11 -1.21 0.04
H 1.81 0.10 2.93 0.07
H 0.03 -0.48 2.45 0.10
H 1.77 1.79 -1.12 0.09
H 3.21 0.73 -1.12 0.10
```

***

No. 2
Formula: C6H14N2O2
Source: OMol25
Level of theory: ωB97M-V/def2-TZVPD

## Properties
relative energy (zero: lowest compared OMol25 entry of this formula, charge and spin): 528.21 kJ/mol
charge: 0
molar mass: 146.2 g mol⁻¹
orbital gap: 9.8 eV

XYZ file:
```
24
Properties=species:S:1:pos:R:3:lowdin_charge:R:1
C 3.10 0.33 -0.80 -0.13
C 1.70 0.41 -0.41 -0.30
C 1.36 -0.64 0.66 -0.25
C 0.06 -0.62 1.30 -0.17
C -2.31 -0.14 0.52 -0.13
C -2.54 0.96 -0.52 -0.22
H 3.74 0.54 0.00 0.06
H 3.36 -0.68 -1.18 0.09
H 3.24 0.96 -1.71 0.10
H 1.39 1.37 0.01 0.10
H 1.06 0.39 -1.31 0.11
H 2.13 -0.63 1.49 0.14
H 1.63 -1.62 0.23 0.12
H -0.18 0.32 1.85 0.13
H -0.17 -1.53 1.93 0.15
H -3.06 -0.75 0.28 0.07
H -2.38 0.21 1.55 0.13
H -3.53 1.34 -0.49 0.11
H -2.36 0.44 -1.48 0.12
H -0.73 1.75 -0.13 0.15
N -1.03 -0.83 0.31 -0.16
N -0.77 -1.66 -0.72 0.04
O -1.77 2.14 -0.24 -0.12
O -1.94 -2.05 -1.14 -0.12
```

***

No. 3
Formula: C6H14N2O2
Source: OMol25
Level of theory: ωB97M-V/def2-TZVPD

## Properties
relative energy (zero: lowest compared OMol25 entry of this formula, charge and spin): 82.25 kJ/mol
charge: 0
molar mass: 146.2 g mol⁻¹
orbital gap: 10.0 eV

XYZ file:
```
24
Properties=species:S:1:pos:R:3:lowdin_charge:R:1
C 0.34 2.91 0.48 -0.09
C -2.66 0.87 1.47 -0.01
C -1.24 1.25 1.25 -0.55
O -0.29 0.51 1.45 0.03
N -0.99 2.56 0.91 0.00
H -1.68 3.27 1.02 0.13
H 0.75 2.11 -0.13 0.08
H -2.78 -0.20 1.54 0.08
H 0.32 3.77 -0.19 0.08
H 1.05 3.10 1.28 0.08
H -2.94 1.24 2.47 0.09
H -3.39 1.28 0.77 0.08
C 2.57 -1.09 -0.07 0.00
C -0.32 -2.60 -1.99 -0.09
C 1.76 -1.91 -1.01 -0.54
O 2.28 -2.68 -1.79 0.05
N 0.38 -1.69 -1.05 0.00
H 2.97 -0.21 -0.57 0.09
H -0.09 -1.72 -0.15 0.11
H -1.38 -2.56 -1.80 0.07
H 1.97 -0.72 0.76 0.07
H 3.35 -1.66 0.34 0.06
H -0.05 -2.22 -2.98 0.08
H 0.09 -3.60 -2.01 0.07
```

***

No. 4
Formula: C6H14N2O4P2
Source: OMol25
Level of theory: ωB97M-V/def2-TZVPD

## Properties
relative energy (zero: lowest compared OMol25 entry of this formula, charge and spin): 288.50 kJ/mol
charge: -2
molar mass: 240.1 g mol⁻¹
orbital gap: 6.2 eV

XYZ file:
```
28
Properties=species:S:1:pos:R:3:lowdin_charge:R:1
C 2.52 -0.71 0.66 -0.28
C 1.71 0.20 1.68 -0.19
C 2.27 -0.34 -0.78 -0.19
C 0.22 -0.08 1.41 -0.28
C 0.69 -0.73 -0.96 -0.23
C -0.12 0.13 -0.02 -0.36
N -0.77 2.15 -2.09 -0.25
N -3.64 -0.32 -1.13 -0.27
O 0.77 2.75 -0.18 -0.41
O -3.01 -0.95 1.47 -0.48
O -1.53 2.28 0.51 -0.29
O -2.18 -2.38 -0.59 -0.28
P -0.37 1.93 -0.61 0.18
P -2.56 -0.85 -0.01 0.45
H 3.66 -0.68 0.82 0.10
H 2.23 -1.79 0.87 0.10
H 1.86 -0.05 2.81 0.11
H 2.15 1.23 1.44 0.11
H 2.30 0.74 -0.99 0.10
H 2.93 -1.11 -1.31 0.11
H 0.04 -1.16 1.59 0.11
H -0.47 0.44 2.03 0.08
H 0.33 -0.52 -1.94 0.07
H 0.66 -1.75 -0.58 0.08
H -1.67 1.55 -2.27 -0.03
H -3.88 0.65 -1.00 -0.09
H -1.98 1.33 0.65 0.03
H -2.13 -1.97 -1.47 0.00
```

***

No. 5
Formula: C6H14N3
Source: OMol25
Level of theory: ωB97M-V/def2-TZVPD

## Properties
expectation value of S²: 2.006
relative energy (zero: lowest compared OMol25 entry of this formula, charge and spin): 312.85 kJ/mol
charge: +1
molar mass: 128.2 g mol⁻¹
spin multiplicity: 3
orbital gap (alpha / beta): 8.0 / 10.6 eV

XYZ file:
```
23
Properties=species:S:1:pos:R:3:mulliken_spin:R:1
C 2.20 0.76 -0.34 0.00
C 1.19 0.27 0.04 0.00
C 3.51 1.39 -0.78 0.00
C -0.45 -1.50 -0.09 0.02
C -1.08 0.72 0.67 0.03
C 0.39 -0.67 2.10 0.00
N -3.28 0.06 -2.35 0.38
N -2.24 0.12 -1.79 1.47
N 0.07 -0.31 0.66 0.01
H -3.67 0.68 -3.06 0.06
H 3.92 1.06 -1.73 0.00
H 4.14 1.22 0.05 0.00
H 3.29 2.42 -1.09 0.00
H -0.38 -1.25 -1.20 -0.02
H 0.33 -2.28 0.15 0.00
H -1.40 -1.79 0.39 0.01
H -1.98 0.23 1.08 0.00
H -0.90 1.53 1.37 0.00
H -1.32 0.86 -0.34 -0.04
H 1.02 -1.53 2.03 0.00
H 1.03 0.15 2.43 0.00
H -0.57 -0.94 2.44 0.00
H -3.95 -0.68 -2.06 0.08
```

***

No. 6
Formula: C6H14N4O
Source: OMol25
Level of theory: ωB97M-V/def2-TZVPD

## Properties
relative energy (zero: lowest compared OMol25 entry of this formula, charge and spin): 351.20 kJ/mol
charge: 0
molar mass: 158.2 g mol⁻¹
orbital gap: 9.3 eV

XYZ file:
```
25
Properties=species:S:1:pos:R:3:lowdin_charge:R:1
C -3.35 -0.17 1.39 -0.06
C -0.65 2.13 0.64 -0.15
C -0.67 1.95 -0.88 -0.14
C -1.76 0.89 -0.65 -0.19
C 2.58 -1.43 -1.41 -0.06
C 2.69 -2.27 0.93 -0.32
H -3.31 -0.62 0.39 0.06
H -4.21 -0.32 2.05 0.07
H 0.33 2.06 1.13 0.10
H -1.21 3.01 0.99 0.12
H 0.27 1.54 -1.24 0.08
H -0.95 2.79 -1.51 0.10
H -1.63 -0.08 -1.16 0.10
H -2.78 1.26 -0.84 0.12
H 1.81 -1.93 -2.01 0.08
H 2.75 -0.41 -1.79 0.09
H 3.52 -1.99 -1.49 0.08
H 0.24 -1.03 -0.19 0.09
H 1.19 0.28 0.25 0.06
H 3.71 -2.59 0.67 0.13
N -2.49 0.73 1.66 -0.01
N -1.45 0.89 0.79 -0.19
N 2.21 -1.39 -0.01 -0.25
N 1.06 -0.71 0.33 0.08
O 2.11 -2.61 1.95 0.03
```

***

No. 7
Formula: C6H14N4O2S
Source: OMol25
Level of theory: ωB97M-V/def2-TZVPD

## Properties
expectation value of S²: 2.006
charge: +2
molar mass: 206.3 g mol⁻¹
spin multiplicity: 3
orbital gap (alpha / beta): 5.8 / 7.8 eV

XYZ file:
```
27
Properties=species:S:1:pos:R:3:mulliken_spin:R:1
C 0.37 1.38 0.93 -0.04
C 1.99 -0.38 1.39 0.01
C -1.02 0.36 -1.43 0.50
C -0.99 -0.87 -2.04 0.68
C 2.13 -1.89 1.54 0.00
C -3.41 1.48 -0.17 0.03
N 0.73 0.11 1.22 0.02
N 3.07 0.33 1.32 0.00
N 1.24 2.24 0.77 0.01
N -0.49 -1.11 -3.22 0.49
O -1.04 1.55 0.87 0.04
O -2.00 -0.83 0.59 0.03
S -1.95 0.46 -0.01 0.19
H -1.01 1.32 -1.84 0.01
H -1.45 -1.69 -1.43 0.03
H 1.54 -2.32 2.26 0.00
H 3.15 -2.08 1.81 0.00
H 1.77 -2.21 0.56 0.00
H -3.23 2.25 -0.88 0.00
H -4.41 0.91 -0.57 0.00
H -3.78 2.10 0.80 0.03
H 0.00 -0.60 1.39 0.00
H 4.03 0.07 1.62 0.00
H 0.94 3.20 0.58 0.00
H 2.88 1.24 1.11 0.00
H -0.09 -2.10 -3.47 -0.01
H 0.06 -0.38 -3.70 -0.02
```

***

No. 8
Formula: C6H14N5
Source: OMol25
Level of theory: ωB97M-V/def2-TZVPD

## Properties
relative energy (zero: lowest compared OMol25 entry of this formula, charge and spin): 201.78 kJ/mol
charge: +1
molar mass: 156.2 g mol⁻¹
orbital gap: 10.6 eV

XYZ file:
```
25
Properties=species:S:1:pos:R:3:lowdin_charge:R:1
C 1.26 0.79 1.70 -0.15
C -0.98 0.01 1.95 -0.40
C 0.42 -0.83 0.00 -0.46
C -0.73 1.13 -1.06 -0.04
C 1.35 0.14 -2.09 -0.05
C 0.11 -0.19 -1.30 -0.40
N 1.59 0.02 0.76 0.13
N -0.11 0.97 2.10 0.13
N -0.77 -0.87 0.95 0.19
N -2.04 -0.18 2.70 0.22
N 0.94 -2.15 0.01 0.11
H 2.18 1.27 2.16 0.16
H -0.15 1.62 -0.20 0.08
H -1.84 0.84 -0.99 0.11
H -0.55 1.84 -1.91 0.08
H 2.04 0.62 -1.35 0.09
H 0.88 0.92 -2.82 0.11
H 1.74 -0.76 -2.60 0.09
H -0.52 -0.95 -1.76 0.14
H -0.13 1.73 2.86 0.21
H -1.34 -1.65 0.78 0.14
H -2.43 0.38 3.50 0.17
H -2.73 -0.84 2.42 0.12
H 1.75 -2.13 0.65 0.11
H 1.29 -2.59 -0.82 0.10
```